{"formula": "C21H15Br4N5O3S2SeTa", "method": "ωB97M-V/def2-TZVPD", "symbols": ["Ta", "Br", "Br", "Br", "Br", "Se", "S", "S", "O", "O", "O", "N", "N", "N", "N", "N", "C", "C", "C", "C", "C", "C", "C", "C", "C", "C", "C", "C", "C", "C", "C", "C", "C", "C", "C", "C", "C", "H", "H", "H", "H", "H", "H", "H", "H", "H", "H", "H", "H", "H", "H", "H"], "positions_angstrom": [[-0.187929, -0.161452, 0.103366], [-0.241539, 4.056235, -5.472336], [1.445684, 1.361665, -4.513334], [-2.590830, 5.289227, -3.508175], [-3.181377, 3.829559, -0.588426], [0.128299, -2.559909, -1.717491], [1.550858, 1.611992, 0.663411], [0.602190, 4.287725, 1.420022], [-1.618694, -1.358388, -0.245206], [-1.381333, 1.320332, -0.291037], [0.302016, 0.326440, -1.818606], [-0.724315, 0.774488, 2.157747], [1.481685, -3.141986, -2.602788], [1.152392, -1.705671, -0.543435], [-0.488755, -1.842630, 2.078949], [-0.564356, 2.077053, 2.233316], [2.437199, -1.822309, -0.933775], [3.909271, -2.913875, -2.589344], [-1.225173, 1.987834, -1.416743], [-0.650426, 3.215479, -3.844075], [-1.283639, -1.315234, 3.033251], [4.969031, -2.299587, -1.985919], [0.389035, 2.591471, 1.497855], [-1.314436, 0.119206, 3.104751], [-1.986464, -2.122101, 3.933416], [4.786991, -1.448996, -0.874288], [-1.914566, 3.133508, -1.790027], [-0.382022, -3.161657, 1.999458], [-0.842875, 4.906922, 2.326971], [-1.045524, -4.030108, 2.854261], [3.549477, -1.216023, -0.332416], [-0.249127, 1.432890, -2.273020], [-1.873548, -3.495860, 3.834231], [-1.639450, 3.744313, -3.011849], [0.053159, 2.069598, -3.469975], [-2.822702, -1.181964, -0.918115], [2.614078, -2.669408, -2.090333], [-1.591188, 5.229502, 1.608431], [-0.932336, -5.096236, 2.740555], [-2.423536, -4.135871, 4.507085], [5.971094, -2.458937, -2.356343], [5.648775, -0.971576, -0.437273], [-3.568403, -1.901300, -0.568439], [-1.743929, 0.627360, 3.962016], [4.023747, -3.574023, -3.430748], [-0.517153, 5.745370, 2.933759], [3.411950, -0.566244, 0.518553], [-1.230576, 4.107011, 2.945409], [-3.183184, -0.161510, -0.731137], [-2.620995, -1.668527, 4.677245], [0.271495, -3.533082, 1.217989], [-2.678049, -1.330721, -1.997396]], "forces_ev_per_a": [[0.2, 1.1, 1.2], [0.0, 0.0, 0.0], [0.0, -0.1, 0.1], [0.1, -0.1, 0.0], [0.0, -0.1, 0.1], [-0.4, -1.6, -1.0], [0.4, -0.3, -0.3], [0.0, 0.2, 0.0], [0.3, 0.0, 0.6], [-0.2, -0.9, 0.8], [0.0, -1.0, 1.2], [0.1, -1.8, -0.6], [0.6, -0.2, -0.5], [0.4, 0.3, 0.4], [0.0, 0.6, -0.2], [-0.2, 1.9, 0.5], [-0.2, -0.2, -0.2], [0.6, 0.1, 0.0], [0.5, 0.8, -1.9], [0.0, 0.1, 0.0], [0.0, -1.2, 0.1], [-0.2, -0.4, -0.5], [-0.5, -0.7, 0.9], [0.4, 1.0, -0.5], [0.2, 0.4, -0.4], [-0.6, 0.2, 0.4], [0.0, -0.1, 0.3], [0.1, -0.1, -0.1], [0.1, 0.0, -0.2], [-0.2, 0.2, 0.1], [0.4, 0.2, 0.1], [-0.9, 1.5, -0.2], [0.2, -0.1, -0.3], [0.0, 0.0, 0.0], [0.1, -0.2, 0.1], [-1.2, 0.1, -0.7], [-0.6, 0.3, 0.5], [0.0, 0.0, 0.0], [0.1, -0.1, 0.0], [0.0, -0.1, 0.0], [0.0, 0.0, -0.1], [0.1, 0.1, 0.1], [0.1, 0.0, 0.0], [0.1, 0.1, -0.1], [0.1, -0.1, -0.2], [0.1, 0.0, 0.0], [0.1, 0.0, 0.1], [0.0, 0.0, 0.1], [0.0, -0.2, -0.2], [-0.1, 0.1, 0.1], [0.0, -0.1, 0.1], [-0.1, 0.1, 0.1]], "orbital_gap_ev": 5.979, "energy_ha": -14859.50996, "homo_ev": -10.62, "lumo_energy_ev": -4.643, "total_charge": 1, "e_above_lowest_ev": 1.185}